[1]
Here is C10H19MnNO4S2 as an isolated structure at a distorted geometry from OMol25. Energies are from the ωB97M-V functional and the def2-TZVPD basis.

Output
* spin multiplicity: 6
* HOMO (alpha / beta): -7.46 / -7.99 eV
* E_LUMO (alpha / beta): -0.086 / -0.100 eV
* M: 336.3 g mol⁻¹
* electronic energy: -2695.553916 Ha
* gap between HOMO and LUMO (alpha / beta): 7.4 / 7.9 eV
* expectation value of S²: 8.7554

Geometry as XYZ:
```
37
Properties=species:S:1:pos:R:3:lowdin_spin:R:1
Mn 0.637 0.198 0.286 4.58
S 0.325 2.105 -1.585 0.04
S 0.598 -2.361 1.134 0.04
C -0.487 3.447 -0.671 0.00
C -1.096 1.373 -2.444 0.00
C -1.848 0.293 -1.694 0.01
N -0.929 -0.681 -1.027 0.04
C -1.653 -1.874 -0.492 0.00
C -0.705 -2.939 0.015 0.00
H -0.687 0.981 -3.383 0.00
H -1.757 2.209 -2.659 0.00
H -2.461 -0.264 -2.419 0.00
H -2.503 0.726 -0.921 0.00
H -2.243 -2.306 -1.315 0.00
H -2.335 -1.531 0.302 0.00
H -0.176 -3.425 -0.814 0.00
H -1.254 -3.688 0.583 0.00
C -0.318 -2.273 2.698 0.00
H -0.273 -1.017 -1.737 0.00
H -1.260 -1.751 2.538 0.00
H 0.301 -1.717 3.406 0.00
H -0.495 -3.274 3.089 0.00
H 0.203 3.774 0.111 0.00
H -1.407 3.066 -0.229 0.00
H -0.696 4.282 -1.337 0.00
C 2.911 -0.123 -0.533 0.01
C 2.256 -0.739 -1.566 0.04
H 3.310 -0.712 0.297 0.00
H 3.269 0.902 -0.632 0.00
H 2.245 -1.836 -1.606 0.00
H 2.155 -0.209 -2.519 0.00
O -0.118 2.187 3.683 0.01
C 0.302 1.618 2.691 0.01
O -0.425 1.024 1.773 0.08
C 1.842 1.559 2.439 0.01
O 2.657 2.070 3.195 0.02
O 2.117 0.907 1.342 0.08
```



[2]
Here is C10H19N2 as an isolated structure at a distorted geometry from OMol25. Energies are from the ωB97M-V functional and the def2-TZVPD basis.

Output
* spin multiplicity: 1
* HOMO (alpha / beta): -13.46 / -13.46 eV
* E_LUMO (alpha / beta): -6.473 / -6.474 eV
* relative energy (zero: lowest compared OMol25 entry of this formula, charge and spin): 107.3 kcal/mol
* charge: +1
* M: 167.3 g mol⁻¹
* electronic energy: -501.564617 Ha
* gap between HOMO and LUMO (alpha / beta): 7.0 / 7.0 eV

Geometry as XYZ:
```
31
Properties=species:S:1:pos:R:3:nbo_charge:R:1
C -1.347 2.269 0.232 -0.13
C -1.285 -0.276 0.693 -0.62
C 0.477 -1.566 -0.588 -0.41
C -0.223 -1.390 0.760 -0.20
C -0.856 0.972 0.156 0.62
C 1.336 -0.370 -1.029 0.07
C -0.894 -2.688 1.199 -0.60
C 1.922 -0.660 -2.429 -0.59
C 2.500 -0.107 -0.058 -0.62
C -2.737 3.831 1.288 -0.47
N 0.527 0.790 -1.196 -0.51
N -2.200 2.549 1.158 -0.17
H -0.977 3.017 -0.479 0.21
H -2.107 -0.642 0.054 0.32
H -1.755 -0.087 1.670 0.30
H 1.127 -2.440 -0.535 0.24
H -0.272 -1.762 -1.359 0.22
H 0.516 -1.111 1.517 0.22
H -1.404 -2.552 2.150 0.22
H -0.155 -3.475 1.324 0.23
H -1.621 -3.022 0.461 0.21
H 2.530 0.174 -2.771 0.22
H 1.124 -0.829 -3.146 0.23
H 2.550 -1.543 -2.376 0.23
H 3.058 -1.024 0.106 0.23
H 2.131 0.260 0.898 0.21
H 3.181 0.634 -0.469 0.22
H -2.433 4.226 2.265 0.27
H -3.824 3.724 1.366 0.27
H -2.466 4.533 0.491 0.20
H 1.010 1.679 -1.183 0.38
```



[3]
Here is an isolated ion of composition C10H19N2 and charge +1 at a distorted geometry from OMol25. Energies are from the ωB97M-V functional and the def2-TZVPD basis.

Output
* spin multiplicity: 1
* HOMO: -11.76 eV
* E_LUMO: -3.786 eV
* SMILES string: CC(C)N/C=C\[N+](C)=C1/C[C@@H]1C
* relative energy (zero: lowest compared OMol25 entry of this formula, charge and spin): 117.2 kcal/mol
* charge: +1
* M: 167.3 g mol⁻¹
* electronic energy: -501.548895 Ha
* gap between HOMO and LUMO: 8.0 eV

Geometry as XYZ:
```
31
Properties=species:S:1:pos:R:3:nbo_charge:R:1
C 1.031 -1.431 0.372 -0.24
C 0.011 -1.821 -0.443 0.09
C 1.281 0.995 0.995 0.41
C 1.113 2.071 0.051 -0.47
C 2.604 2.693 2.222 -0.62
C -1.676 -0.940 -3.327 -0.64
C -3.349 -0.846 -1.464 -0.62
C 1.339 -0.824 2.684 -0.37
C 1.334 2.338 1.584 -0.24
C -1.999 -1.533 -1.923 -0.05
N 1.163 -0.256 1.241 -0.24
N -1.019 -1.134 -0.998 -0.56
H 1.770 -2.086 0.615 0.21
H 0.052 -2.923 -0.693 0.23
H -1.076 -0.131 -0.838 0.38
H 1.919 2.465 -0.653 0.28
H 0.135 2.352 -0.440 0.27
H 2.758 2.017 3.119 0.22
H 2.528 3.800 2.503 0.26
H 3.410 2.296 1.652 0.23
H -1.898 0.142 -3.339 0.21
H -2.093 -1.452 -4.243 0.24
H -0.608 -1.140 -3.597 0.22
H -3.142 0.111 -1.030 0.20
H -3.949 -1.574 -0.822 0.23
H -4.060 -0.716 -2.367 0.23
H 1.642 0.183 3.251 0.22
H 0.251 -1.155 3.007 0.25
H 2.035 -1.557 2.657 0.22
H 0.466 2.631 2.082 0.25
H -1.972 -2.576 -1.857 0.21
```



[4]
Here is C10H19NNbO4S as an isolated structure at a distorted geometry from OMol25. Energies are from the ωB97M-V functional and the def2-TZVPD basis.

Output
* spin multiplicity: 1
* HOMO: -4.88 eV
* E_LUMO: 2.116 eV
* relative energy (zero: lowest compared OMol25 entry of this formula, charge and spin): 0.0 kcal/mol
* charge: -1
* M: 342.2 g mol⁻¹
* electronic energy: -1203.168755 Ha
* gap between HOMO and LUMO: 7.0 eV

Geometry as XYZ:
```
36
Properties=species:S:1:pos:R:3:nbo_charge:R:1
C 1.842 1.277 -1.214 -0.60
C 0.814 0.350 -0.544 -0.50
C -0.276 1.194 0.064 0.81
O -0.449 1.330 1.251 -0.61
O -1.009 1.816 -0.875 -0.52
C -1.541 3.110 -0.514 -0.07
C -3.001 3.131 -0.084 -0.93
Nb -4.485 1.746 -0.993 1.88
N -5.902 0.279 -1.769 -0.71
C -5.788 -0.825 -1.336 0.21
S -5.797 -2.209 -0.530 -0.17
H 1.430 1.689 -2.133 0.21
H 2.073 2.113 -0.549 0.20
H 2.759 0.727 -1.421 0.20
H 1.266 -0.235 0.248 0.23
H 0.375 -0.314 -1.288 0.23
H -1.372 3.762 -1.370 0.18
H -0.912 3.477 0.303 0.18
H -3.395 4.129 -0.310 0.24
H -3.054 2.989 0.999 0.24
H -4.147 0.471 0.299 -0.43
H -3.276 1.088 -2.210 -0.40
H -4.960 2.967 -2.310 -0.44
H -5.775 2.525 0.104 -0.43
O 1.443 -2.877 0.054 -0.54
C 2.505 -2.876 0.593 0.79
O 3.329 -1.792 0.587 -0.50
C 4.573 -2.102 1.226 -0.07
C 4.276 -3.292 2.132 -0.43
C 3.176 -4.009 1.351 -0.53
H 5.306 -2.345 0.453 0.17
H 4.909 -1.219 1.765 0.20
H 5.154 -3.902 2.334 0.22
H 3.880 -2.940 3.085 0.21
H 3.577 -4.714 0.621 0.23
H 2.452 -4.517 1.980 0.24
```



[5]
Here is one molecule with the formula C10H19NO2S at a distorted geometry from OMol25. Energies are from the ωB97M-V functional and the def2-TZVPD basis.

Output
* spin multiplicity: 1
* HOMO (alpha / beta): -7.00 / -7.00 eV
* E_LUMO (alpha / beta): -0.233 / -0.234 eV
* relative energy (zero: lowest compared OMol25 entry of this formula, charge and spin): 218.8 kcal/mol
* M: 217.3 g mol⁻¹
* electronic energy: -995.539965 Ha
* gap between HOMO and LUMO (alpha / beta): 6.8 / 6.8 eV

Geometry as XYZ:
```
33
Properties=species:S:1:pos:R:3:nbo_charge:R:1
C 1.789 -0.370 -0.824 0.06
C -2.356 2.956 -1.152 -0.40
C -0.855 3.187 -1.534 -0.39
C -2.585 2.145 0.112 -0.40
C -0.275 1.708 -1.724 -0.44
C -1.820 0.884 -0.049 -0.41
C 1.387 -1.740 1.541 -0.57
C 1.536 -0.492 0.688 -0.10
C -0.382 1.083 -0.326 -0.05
C 1.470 -4.458 2.012 -0.75
N 0.309 -0.240 -0.247 -0.49
O 3.690 -2.980 0.683 -0.76
O 1.885 -1.681 -1.358 -0.80
S 1.651 -3.299 0.617 0.82
H -2.930 3.886 -1.067 0.21
H -2.727 2.235 -1.960 0.19
H -0.697 3.662 -2.506 0.22
H -0.382 3.769 -0.602 0.19
H -2.291 2.653 0.995 0.20
H -3.588 1.862 0.173 0.21
H -0.743 1.286 -2.602 0.21
H 0.810 1.835 -1.997 0.25
H -1.822 0.440 0.963 0.20
H -2.252 0.096 -0.709 0.21
H 2.256 -1.723 2.218 0.27
H 0.467 -1.694 2.102 0.23
H 1.731 0.401 1.323 0.23
H 0.078 1.946 0.268 0.23
H 1.552 -5.458 1.505 0.24
H 2.149 -4.388 2.830 0.25
H 0.501 -4.364 2.354 0.22
H -0.150 -0.911 -0.784 0.42
H 2.593 -2.238 -0.945 0.51
```



[6]
Here is a 4-piece molecular cluster, C10H19O12 overall at a distorted geometry from OMol25. Energies are from the ωB97M-V functional and the def2-TZVPD basis.

Output
* spin multiplicity: 1
* HOMO: -3.20 eV
* E_LUMO: 2.307 eV
* relative energy (zero: lowest compared OMol25 entry of this formula, charge and spin): 47.3 kcal/mol
* charge: -1
* M: 331.2 g mol⁻¹
* electronic energy: -1295.326521 Ha
* gap between HOMO and LUMO: 5.5 eV

Geometry as XYZ:
```
41
Properties=species:S:1:pos:R:3:nbo_charge:R:1
O -4.064 6.679 7.681 -0.74
C -5.060 7.191 8.421 0.90
O -5.675 8.226 8.065 -0.84
O -5.173 6.915 9.641 -0.79
H -4.075 7.337 6.983 0.47
C 0.517 2.916 14.390 -0.27
O 0.703 3.006 12.937 -0.50
C -0.071 3.914 12.331 0.97
O -1.027 4.607 12.779 -0.64
O 0.459 4.062 11.140 -0.49
C -0.405 4.529 10.123 -0.27
H -0.518 2.707 14.660 0.20
H 0.703 3.828 14.957 0.19
H 1.264 2.170 14.663 0.19
H -0.030 3.953 9.277 0.18
H -0.347 5.600 9.931 0.20
H -1.462 4.275 10.201 0.23
C -2.691 -0.217 11.959 -0.25
O -2.929 -0.256 10.561 -0.51
C -3.449 0.821 9.938 0.98
O -3.899 1.871 10.557 -0.64
O -3.346 0.664 8.588 -0.50
C -3.876 1.670 7.748 -0.26
H -1.787 -0.786 12.177 0.19
H -3.555 -0.622 12.485 0.19
H -2.384 0.772 12.299 0.21
H -3.236 2.549 7.833 0.20
H -4.886 1.947 8.048 0.21
H -3.907 1.498 6.672 0.20
C -3.596 11.343 4.520 -0.26
O -2.982 11.679 3.281 -0.50
C -2.091 12.694 3.220 0.99
O -1.710 13.473 4.112 -0.66
O -1.727 12.772 1.977 -0.49
C -0.880 13.770 1.507 -0.25
H -4.342 10.566 4.357 0.21
H -4.157 12.196 4.903 0.19
H -2.920 11.086 5.336 0.20
H 0.007 13.902 2.126 0.20
H -1.447 14.696 1.405 0.18
H -0.533 13.563 0.495 0.19
```



[7]
Here is a 2-piece molecular cluster, C10H19P overall at a distorted geometry from OMol25. Energies are from the ωB97M-V functional and the def2-TZVPD basis.

Output
* spin multiplicity: 1
* HOMO: -9.03 eV
* E_LUMO: 0.943 eV
* SMILES string: C=CC(C)C.C#CPCCC
* relative energy (zero: lowest compared OMol25 entry of this formula, charge and spin): 70.3 kcal/mol
* M: 170.2 g mol⁻¹
* electronic energy: -733.589747 Ha
* gap between HOMO and LUMO: 10.0 eV

Geometry as XYZ:
```
30
Properties=species:S:1:pos:R:3:nbo_charge:R:1
C -1.335 1.903 0.984 -0.20
C -1.279 0.708 0.912 -0.37
C -2.509 -0.760 3.442 -0.62
C 2.730 1.981 -0.945 -0.44
C 1.564 -0.947 -2.579 -0.61
C 0.269 0.948 -3.606 -0.60
C -0.942 -1.003 3.496 -0.41
C -0.485 -1.673 2.213 -0.66
C 1.765 1.090 -1.394 -0.14
C 1.582 0.565 -2.867 -0.29
P -0.971 -0.986 0.523 0.56
H -1.666 2.847 1.177 0.22
H -2.861 0.091 2.798 0.22
H -3.044 -1.748 3.095 0.20
H -2.905 -0.619 4.506 0.21
H -2.346 -1.394 0.669 -0.02
H 3.663 2.166 -1.479 0.20
H 2.533 2.290 0.055 0.20
H 1.852 -1.157 -1.486 0.22
H 0.557 -1.408 -2.783 0.21
H 2.254 -1.564 -3.304 0.21
H 0.198 0.362 -4.523 0.21
H -0.776 0.672 -3.123 0.21
H 0.467 2.079 -3.868 0.21
H -0.445 -0.121 3.687 0.21
H -0.944 -1.663 4.359 0.21
H 0.600 -1.726 2.043 0.22
H -0.787 -2.663 2.222 0.22
H 1.005 0.756 -0.687 0.19
H 2.255 0.975 -3.536 0.21
```



[8]
Here is C10H20AsF6O5PS4W as an isolated structure from OMol25. Energies are from the ωB97M-V functional and the def2-TZVPD basis.

Output
* spin multiplicity: 2
* HOMO (alpha / beta): -12.20 / -12.34 eV
* E_LUMO (alpha / beta): -5.196 / -5.025 eV
* relative energy (zero: lowest compared OMol25 entry of this formula, charge and spin): 0.0 kcal/mol
* charge: +1
* M: 752.3 g mol⁻¹
* electronic energy: -5605.415738 Ha
* gap between HOMO and LUMO (alpha / beta): 7.0 / 7.3 eV
* expectation value of S²: 0.7751

Geometry as XYZ:
```
48
Properties=species:S:1:pos:R:3:lowdin_spin:R:1
W 1.059 0.062 1.316 0.96
C -1.290 2.379 0.754 0.00
C -0.018 2.888 0.138 0.00
O 0.778 1.754 -0.264 0.02
C 1.242 1.831 -1.645 0.00
C 2.560 1.114 -1.729 0.00
O 2.420 -0.164 -1.127 0.01
C 1.875 -1.116 -2.039 0.00
C 1.507 -2.299 -1.208 0.00
O 0.654 -1.840 -0.142 0.01
C -0.406 -2.775 0.142 0.00
C -0.711 -2.623 1.599 0.00
O -0.815 -1.220 1.865 0.01
C -2.150 -0.688 1.773 0.00
C -2.031 0.705 2.307 0.00
O -0.905 1.323 1.656 0.02
H -1.762 3.176 1.333 0.00
H -1.978 1.986 0.009 0.00
H -0.263 3.482 -0.740 0.00
H 0.578 3.477 0.837 0.00
H 0.464 1.397 -2.271 0.00
H 1.377 2.884 -1.893 0.00
H 2.865 1.023 -2.775 0.00
H 3.343 1.639 -1.186 0.00
H 0.990 -0.718 -2.540 0.00
H 2.627 -1.396 -2.782 0.00
H 0.957 -3.017 -1.816 0.00
H 2.384 -2.782 -0.770 0.00
H -1.253 -2.536 -0.502 0.00
H -0.058 -3.791 -0.055 0.00
H -1.641 -3.120 1.875 0.00
H 0.099 -2.993 2.227 0.00
H -2.489 -0.707 0.739 0.00
H -2.807 -1.288 2.407 0.00
H -2.933 1.279 2.099 0.00
H -1.832 0.714 3.378 0.00
S 0.902 0.317 3.633 -0.01
As 2.975 -0.499 3.816 0.06
S 2.684 1.692 1.441 -0.06
S 2.632 -1.528 1.821 -0.01
S 3.986 1.296 2.978 -0.02
F -1.063 0.031 -0.974 0.01
P -2.265 0.093 -2.132 0.00
F -1.874 1.657 -2.341 0.00
F -3.401 0.167 -3.223 0.00
F -1.149 -0.331 -3.221 0.00
F -3.292 0.526 -0.947 0.00
F -2.571 -1.463 -1.819 0.00
```



Repeat the third record exactly.
Here is an isolated ion of composition C10H19N2 and charge +1 at a distorted geometry from OMol25. Energies are from the ωB97M-V functional and the def2-TZVPD basis.

Output
* spin multiplicity: 1
* HOMO: -11.76 eV
* E_LUMO: -3.786 eV
* SMILES string: CC(C)N/C=C\[N+](C)=C1/C[C@@H]1C
* relative energy (zero: lowest compared OMol25 entry of this formula, charge and spin): 117.2 kcal/mol
* charge: +1
* M: 167.3 g mol⁻¹
* electronic energy: -501.548895 Ha
* gap between HOMO and LUMO: 8.0 eV

Geometry as XYZ:
```
31
Properties=species:S:1:pos:R:3:nbo_charge:R:1
C 1.031 -1.431 0.372 -0.24
C 0.011 -1.821 -0.443 0.09
C 1.281 0.995 0.995 0.41
C 1.113 2.071 0.051 -0.47
C 2.604 2.693 2.222 -0.62
C -1.676 -0.940 -3.327 -0.64
C -3.349 -0.846 -1.464 -0.62
C 1.339 -0.824 2.684 -0.37
C 1.334 2.338 1.584 -0.24
C -1.999 -1.533 -1.923 -0.05
N 1.163 -0.256 1.241 -0.24
N -1.019 -1.134 -0.998 -0.56
H 1.770 -2.086 0.615 0.21
H 0.052 -2.923 -0.693 0.23
H -1.076 -0.131 -0.838 0.38
H 1.919 2.465 -0.653 0.28
H 0.135 2.352 -0.440 0.27
H 2.758 2.017 3.119 0.22
H 2.528 3.800 2.503 0.26
H 3.410 2.296 1.652 0.23
H -1.898 0.142 -3.339 0.21
H -2.093 -1.452 -4.243 0.24
H -0.608 -1.140 -3.597 0.22
H -3.142 0.111 -1.030 0.20
H -3.949 -1.574 -0.822 0.23
H -4.060 -0.716 -2.367 0.23
H 1.642 0.183 3.251 0.22
H 0.251 -1.155 3.007 0.25
H 2.035 -1.557 2.657 0.22
H 0.466 2.631 2.082 0.25
H -1.972 -2.576 -1.857 0.21
```